[1]
91
Properties=species:S:1:pos:R:3:forces:R:3 method="wB97M-V/def2-TZVPD" de_lowest_ev=1.204 homo_ha="-0.121 / -0.114" multiplicity=2 charge=-1 lumo_energy_ev="2.030 / 2.030" homo_lumo_gap_ev="5.3 / 5.1"
Ru 0.1003 -0.8350 -0.1395 -0.63 0.37 -0.30
I -0.7988 1.4887 -4.7211 -0.01 0.00 0.00
C -2.0990 0.2022 -3.7282 0.03 0.00 0.05
C -3.2459 -0.2744 -4.3675 -0.02 -0.03 0.02
C -4.0948 -1.1538 -3.7431 0.01 0.03 -0.03
I -5.7600 -1.8535 -4.8038 0.02 0.00 0.01
C -3.8203 -1.6044 -2.4285 0.03 0.00 0.01
C -4.5825 -2.5502 -1.7085 0.03 -0.03 0.07
C -4.1685 -2.9524 -0.4681 -0.02 0.01 -0.06
C -2.9953 -2.4050 0.0812 -0.02 0.09 0.08
N -2.2768 -1.5096 -0.5519 0.11 -0.06 0.13
C -2.6576 -1.1122 -1.7876 -0.01 -0.02 -0.05
C -1.7496 -0.1886 -2.4310 -0.05 0.11 -0.02
O -0.7164 0.2282 -1.8160 0.16 -0.25 -0.20
H -3.4539 0.0512 -5.3780 0.00 0.00 0.00
H -5.4792 -2.9618 -2.1534 0.00 0.00 0.00
H -4.7284 -3.6852 0.0978 -0.01 0.00 0.00
H -2.6412 -2.6986 1.0607 0.04 0.02 0.05
C -1.0176 2.6376 2.3148 -0.01 -0.01 -0.01
C -0.0752 3.5846 1.9395 0.02 -0.01 0.00
C 0.8836 3.2481 1.0055 0.00 0.02 -0.01
C 0.8836 1.9709 0.4461 0.03 0.00 0.02
N -0.0478 1.0752 0.8056 0.03 -0.09 -0.03
C -0.9629 1.3922 1.7185 -0.03 0.05 -0.01
C 1.8350 1.4882 -0.5613 -0.01 0.01 -0.04
C 2.7638 2.3394 -1.1522 0.00 0.01 -0.01
C 3.5928 1.8841 -2.1638 0.02 0.00 -0.01
C 3.4497 0.5771 -2.6074 -0.02 0.00 0.02
C 2.5219 -0.2664 -2.0099 0.02 0.04 -0.02
C 1.7149 0.1367 -0.9451 0.08 -0.07 0.39
H -1.7791 2.8490 3.0524 0.00 0.00 0.00
H -0.0799 4.5733 2.3822 0.00 0.00 0.00
H 1.6385 3.9648 0.7170 0.00 -0.01 0.00
H -1.6615 0.6086 1.9673 -0.04 -0.07 0.03
H 2.8357 3.3751 -0.8424 0.00 0.00 0.01
H 4.3134 2.5496 -2.6230 0.00 0.00 0.00
H 4.0500 0.2150 -3.4348 0.00 0.00 0.00
H 2.4015 -1.2507 -2.4366 -0.01 -0.02 0.00
Cl 2.9438 -2.4070 2.3513 0.03 0.09 0.12
C 1.5484 -2.3482 3.4037 0.03 -0.01 0.02
C 1.7440 -2.7241 4.7120 0.01 -0.03 -0.07
C 0.7068 -2.7107 5.6382 -0.01 0.01 0.05
C -0.5436 -2.3061 5.1818 0.00 -0.01 -0.01
C -0.7432 -1.9410 3.8726 0.08 0.03 -0.07
Cl -2.3688 -1.4267 3.4494 -0.03 -0.03 -0.13
C 0.2808 -1.9189 2.8358 0.07 0.10 0.09
N 0.0784 -1.5941 1.6028 0.20 -0.15 -0.04
H 2.7389 -3.0389 5.0042 0.00 0.00 0.00
H 0.8641 -3.0037 6.6663 0.00 0.00 0.00
H -1.3904 -2.2678 5.8563 0.00 0.00 0.00
C 6.2250 1.9608 3.7938 0.00 0.00 0.00
N 5.5745 0.9029 3.0417 0.03 0.00 -0.01
C 6.2892 0.5422 1.8394 0.01 -0.01 0.00
C 4.1720 0.9653 2.9271 0.02 -0.19 0.00
N 3.5061 0.8597 1.8478 -0.09 0.21 0.12
N 3.5191 1.1250 4.1455 0.03 0.03 -0.05
C 2.0748 1.2747 4.0648 -0.03 -0.01 0.02
C 3.9285 0.2819 5.2601 0.02 -0.03 0.01
H 6.4103 2.8465 3.1683 -0.01 0.01 0.00
H 7.1855 1.6085 4.1771 0.01 0.00 -0.01
H 5.6013 2.2611 4.6307 0.01 0.00 0.00
H 7.3278 0.3323 2.0996 0.00 0.00 0.00
H 6.2825 1.3393 1.0803 0.00 0.00 0.00
H 5.8543 -0.3559 1.4026 0.00 0.00 0.00
H 4.0831 0.8598 1.0137 0.00 0.03 0.02
H 1.8255 2.0279 3.3251 -0.02 0.05 -0.04
H 1.7100 1.5904 5.0444 -0.01 -0.01 0.00
H 1.5778 0.3410 3.7816 0.00 -0.01 0.01
H 4.9737 0.0019 5.1608 0.00 0.01 0.01
H 3.3274 -0.6334 5.2949 0.00 0.01 0.00
H 3.7917 0.8182 6.2028 -0.01 0.00 0.00
C -0.0913 -4.3061 0.0190 -0.02 0.01 -0.01
P 0.6240 -2.9188 -0.9341 0.08 -0.14 -0.05
C 2.3794 -3.4157 -0.8671 -0.03 -0.12 0.04
C 0.1606 -3.3932 -2.6471 -0.04 0.05 -0.01
C -1.1784 -3.6477 -2.9481 0.04 -0.03 -0.03
C -1.5888 -3.8929 -4.2489 -0.01 0.01 0.00
C -0.6602 -3.8971 -5.2809 -0.02 -0.01 0.00
C 0.6765 -3.6696 -4.9962 0.03 0.01 0.02
C 1.0825 -3.4217 -3.6908 0.01 0.05 -0.03
H -1.1658 -4.3658 -0.1424 -0.03 0.01 0.04
H 0.0907 -4.1178 1.0769 0.01 0.01 -0.01
H 0.3665 -5.2487 -0.2848 -0.02 0.00 -0.02
H 2.4862 -4.4612 -1.1632 -0.01 0.01 -0.03
H 2.6928 -3.2941 0.1685 -0.04 -0.06 -0.11
H 3.0204 -2.7946 -1.4820 0.04 0.03 0.01
H -1.9149 -3.6567 -2.1570 -0.06 0.01 0.05
H -2.6380 -4.0663 -4.4568 0.00 0.00 0.00
H -0.9786 -4.0764 -6.3001 0.00 0.00 0.00
H 1.4103 -3.6764 -5.7928 0.00 0.00 0.00
H 2.1322 -3.2432 -3.4942 -0.01 0.00 0.00

[2]
96
Properties=species:S:1:pos:R:3:forces:R:3 method="wB97M-V/def2-TZVPD" de_lowest_ev=20.118 homo_ha=-0.327 multiplicity=1 charge=0 lumo_energy_ev=-0.106 homo_lumo_gap_ev=8.8
C -5.7605 2.3888 0.7104 0.86 -1.77 -1.17
O -5.0035 2.7948 1.5744 -0.74 -0.21 -0.85
N -5.3675 1.6978 -0.4506 0.08 0.24 2.13
C -6.2945 1.4328 -1.5486 4.23 8.86 -4.38
C -3.9315 1.4868 -0.6036 -3.13 4.34 -0.03
H -6.8475 2.3018 0.7344 -0.49 0.90 0.53
H -6.8695 0.7718 -1.2336 -5.40 -6.32 1.77
H -5.6875 1.2408 -2.5506 -1.53 0.14 2.31
H -7.1245 2.5128 -1.8496 2.74 -3.18 0.98
H -3.7125 2.4378 -1.0086 1.92 0.89 -0.52
H -3.6905 0.7618 -1.2046 0.57 -3.91 -4.25
H -3.3515 1.2168 0.1804 1.00 0.01 3.49
C 3.5145 -1.7222 1.7684 1.07 0.42 5.88
O 3.6545 -0.5232 2.0694 -0.93 -2.25 -1.25
N 3.3985 -2.7482 2.7804 0.22 2.83 -2.07
C 3.5535 -4.2362 2.4874 -2.08 3.20 -0.18
C 3.2645 -2.3142 4.1624 -0.89 -4.18 -0.97
H 3.6455 -2.1732 0.8484 0.08 -0.59 -2.56
H 4.2305 -4.4502 1.6434 -0.08 0.13 0.72
H 2.4835 -4.3222 2.1714 0.98 -1.87 0.45
H 3.8365 -4.5602 3.4864 -0.11 -1.10 -0.52
H 4.1085 -2.5912 4.6594 2.67 -0.64 1.57
H 2.4655 -2.6932 4.7994 -0.62 -1.34 -0.71
H 3.0755 -1.3802 4.3884 -0.25 5.37 -0.36
C -3.5775 1.7958 5.5674 0.67 4.89 -2.46
O -3.9615 2.8928 5.9604 0.10 -0.49 0.52
N -2.8445 1.7628 4.3894 0.92 -0.03 0.44
C -2.3185 0.5158 3.8594 2.92 2.04 0.55
C -2.2565 3.0178 3.8664 -1.18 0.48 -2.72
H -3.8745 0.9868 6.1274 -0.25 -2.89 0.64
H -2.4755 0.4988 2.7574 0.30 -0.39 0.84
H -2.8275 -0.1972 4.4104 -0.92 -2.10 0.37
H -1.1675 0.4288 4.2104 -2.28 -0.04 -1.35
H -1.9595 2.8898 2.7244 -0.73 -0.20 2.31
H -1.3595 3.4768 4.3154 -0.41 -0.70 0.56
H -3.0755 3.7798 3.8194 0.83 -0.56 0.28
C 5.6165 3.3308 -1.9906 0.07 -2.31 -5.44
O 6.1825 3.6808 -3.0576 -1.56 -0.66 2.38
N 4.7525 2.2738 -1.8756 -1.90 -0.14 1.50
C 4.0855 1.8768 -0.5776 3.61 5.56 0.74
C 4.3535 1.5698 -3.0396 -2.53 -1.32 -2.29
H 5.8185 3.7158 -1.0916 0.92 2.04 3.69
H 3.5425 1.0468 -0.6716 -1.87 -3.36 -0.60
H 3.4215 2.7388 -0.2686 0.63 -1.00 0.06
H 4.9385 1.7508 0.1624 -1.43 0.01 -0.53
H 3.7755 0.5748 -3.0976 0.26 1.31 2.07
H 5.2685 1.1408 -3.3076 1.48 0.09 -2.43
H 3.6375 2.1048 -3.7946 2.19 -0.18 0.93
C 0.3775 0.8968 -1.4306 0.89 -0.23 -2.23
O 0.4335 0.0078 -2.3076 -0.33 0.93 1.37
N 0.2995 0.6968 -0.1226 -0.49 -2.85 2.55
C 0.3115 1.7288 0.9304 -4.26 -2.96 -1.62
C 0.2975 -0.7022 0.5384 1.84 4.52 1.97
H 0.4965 1.9898 -1.8026 -0.34 -1.18 1.05
H -0.7405 1.9268 1.1634 -0.27 0.02 0.11
H 0.5345 2.4698 0.3134 2.52 4.62 -0.81
H 0.6315 1.2988 1.8174 2.13 0.19 1.46
H -0.0155 -1.3652 -0.1186 -0.74 -3.37 -3.38
H -0.4235 -0.7732 1.3594 0.09 0.67 0.05
H 1.3335 -0.8092 0.9564 -1.04 -0.36 -0.53
C 0.7175 -5.5782 -4.2736 2.27 -4.71 -5.78
O 0.6575 -6.2272 -5.3706 -0.84 0.98 2.55
N 0.2335 -4.4562 -4.0576 -4.11 6.19 0.29
C 0.3675 -3.5952 -2.8936 5.89 -2.26 -0.53
C -0.7155 -3.9382 -4.9946 7.04 2.75 -0.42
H 1.4615 -5.7912 -3.6286 2.52 -1.57 2.88
H 0.5005 -2.5582 -2.9866 -0.81 1.45 -1.04
H 1.4245 -3.8212 -2.4566 -1.69 -0.10 -0.30
H -0.3115 -3.9282 -2.2476 -2.90 -0.49 3.13
H -0.8635 -2.9082 -4.8046 0.95 1.59 -0.55
H -1.6035 -4.1572 -4.9406 -9.43 -3.85 1.71
H -0.5005 -4.2532 -5.9616 1.11 0.14 -1.89
C 1.8135 5.0808 -1.5616 1.62 2.13 4.72
O 1.9335 5.4428 -0.2746 0.05 -2.10 -6.31
N 0.6295 4.9288 -2.1406 -1.31 -0.73 0.73
C 0.6695 4.6208 -3.5296 2.29 -0.46 -0.22
C -0.7035 4.9878 -1.4246 1.81 2.83 -0.42
H 2.6825 4.9438 -2.4196 -1.55 0.36 2.66
H 0.5605 5.4888 -4.1266 1.51 1.50 -0.75
H -0.1875 4.2578 -3.9026 -3.51 -2.54 -0.37
H 1.4835 3.8678 -3.7946 -0.88 1.47 0.14
H -1.2225 4.0698 -1.5046 -0.99 -0.62 -1.02
H -1.2045 6.0158 -1.6386 0.35 -2.22 -0.15
H -0.5065 5.0448 -0.3826 0.65 0.23 0.98
C -0.7045 -3.3412 2.5364 -0.08 1.87 4.61
O -1.5035 -2.6362 3.2304 1.10 -1.41 -2.72
N -1.0225 -4.1572 1.5224 0.25 0.36 2.86
C -0.1185 -5.2242 1.0424 2.45 6.41 0.16
C -2.2505 -3.8092 0.9144 -0.39 -6.15 -4.00
H 0.3345 -3.2282 3.0304 -0.67 -1.09 -1.68
H 0.5775 -5.7692 1.5744 -0.22 -1.97 2.77
H 0.7215 -4.4812 0.7894 -0.53 -1.21 -1.47
H -0.5015 -5.6902 0.2404 -1.25 -1.58 -2.78
H -3.0795 -4.5362 1.0634 0.12 0.88 1.05
H -2.0685 -4.1712 -0.1536 -0.18 0.90 0.54
H -2.5255 -2.8412 0.8204 -0.58 3.04 0.60

[3]
12
Properties=species:S:1:pos:R:3:forces:R:3 method="wB97M-V/def2-TZVPD" de_lowest_ev=4.770 homo_ha="-0.501 / -0.497" multiplicity=1 charge=+1 lumo_energy_ev="-5.705 / -4.851" homo_lumo_gap_ev="7.9 / 8.7"
C 1.0819 0.8697 -0.3955 -3.27 -0.44 1.91
C -0.2908 0.2499 -0.5854 -0.13 3.25 2.88
C 0.3741 -1.3279 1.0652 -0.75 2.13 4.12
N -0.7495 -0.3867 0.7497 2.83 2.13 0.06
I 0.6175 -1.8234 3.1521 -0.16 0.57 -1.65
H 1.8042 0.7433 -1.0813 2.28 -0.81 -2.42
H 1.2121 1.7276 0.2138 -0.11 0.51 0.79
H -1.1161 0.9907 -0.7549 0.79 -0.62 -0.69
H -0.2160 -0.5465 -1.2053 -0.29 -2.11 -2.42
H 0.4340 -2.1829 0.5132 0.04 -1.88 -2.02
H -0.8610 0.4038 1.4436 0.56 -1.25 -0.54
H -1.6600 -0.7145 0.5985 -1.81 -1.49 -0.02

[4]
39
Properties=species:S:1:pos:R:3:forces:R:3 method="wB97M-V/def2-TZVPD" de_lowest_ev=3.424 homo_ha=-0.384 multiplicity=1 charge=+1 lumo_energy_ev=-2.653 homo_lumo_gap_ev=7.8
C -1.0671 -0.6211 0.6047 0.36 -0.21 -0.10
O -1.8630 -1.7484 0.2246 -0.28 -0.39 0.12
C 0.1163 -1.1785 1.3727 -0.35 -0.20 0.86
C 1.0022 -0.1143 2.0141 0.04 0.40 -0.50
C 1.4332 0.8881 0.9793 0.70 -0.31 0.15
C 2.6852 0.9300 0.4907 -0.38 0.57 -0.22
N 3.0926 1.8532 -0.4310 0.19 -0.09 0.05
N -0.4740 -2.0555 2.4880 0.43 0.31 -0.45
H -0.7165 -0.1296 -0.2956 0.09 0.26 0.18
H -1.6531 0.0998 1.1826 0.18 -0.04 -0.05
H -2.7664 -1.4742 0.0251 0.04 0.17 0.06
H 0.7062 -1.8718 0.7739 0.00 0.12 -0.19
H 1.8663 -0.5912 2.4898 -0.07 0.05 -0.10
H 0.4540 0.4405 2.7823 -0.21 -0.27 0.18
H 0.7264 1.6452 0.6640 -0.14 -0.08 -0.06
H 3.4711 0.2739 0.8480 -0.08 -0.14 0.01
H 2.3969 2.3852 -0.9293 -0.08 -0.01 -0.08
H 3.9953 1.7741 -0.8607 -0.04 -0.03 0.03
H -1.0021 -1.4352 3.1003 -0.15 -0.23 0.13
H 0.2835 -2.5113 3.0318 -0.08 0.09 0.08
H -1.0890 -2.7452 2.0565 -0.19 0.06 0.12
H 1.7965 -3.7610 4.5280 0.06 -0.03 0.04
H 2.2590 -2.2942 4.4372 0.10 0.02 0.09
O 1.6953 -2.9506 4.0188 -0.15 -0.04 -0.12
H -0.8302 -0.2554 -2.9907 0.00 -0.36 -0.01
H -0.4439 0.5166 -4.2862 0.00 -0.08 -0.05
O -0.5905 0.6264 -3.3407 -0.83 -1.71 -1.40
H 0.0913 1.6492 -2.6587 0.76 0.08 0.29
H -0.3437 3.0917 -2.6006 0.58 0.29 0.51
O 0.2000 2.4511 -2.1256 2.39 1.38 0.97
H -1.3669 -1.9396 -1.4809 -0.06 -0.29 0.10
H -0.8104 -2.7267 -2.7139 -0.09 0.17 0.09
O -1.2290 -1.9013 -2.4406 0.17 0.12 -0.33
H -2.6283 3.1250 -3.0506 -0.14 0.10 -0.44
H -1.6486 1.9336 -2.8002 -0.73 0.10 -0.22
O -2.0546 2.7231 -2.3926 -2.13 2.44 -4.75
H -1.1159 2.0475 -0.9520 -0.30 0.01 0.61
H -2.6115 2.0844 -1.2037 0.16 -0.15 1.02
O -1.9664 1.7666 -0.5588 0.22 -2.09 3.35